The following is a quantum chemistry calculation of a molecular structure, C33H47MoN3O2P3SSe2Si, from the Open Molecules 2025 dataset.

Geometry as ORCA input:
```
! RIJCOSX wB97M-V def2-TZVPD def2/J DEFGRID3
* xyz 1 3
Mo -0.630 -0.672 0.290
C -2.302 -0.292 -3.088
P -1.292 -1.423 -2.087
C -2.115 -3.025 -2.295
C 0.274 -1.578 -3.028
C 0.279 -1.557 -4.422
C 1.468 -1.657 -5.127
C 2.670 -1.786 -4.446
C 2.678 -1.819 -3.061
C 1.488 -1.718 -2.344
P 1.477 -1.806 -0.525
C 1.661 -3.568 -0.130
C 3.011 -1.060 0.065
H -2.482 -0.703 -4.081
H -1.809 0.676 -3.174
H -3.262 -0.158 -2.591
H -2.221 -3.253 -3.356
H -3.099 -2.962 -1.825
H -1.542 -3.810 -1.805
H -0.648 -1.456 -4.970
H 1.454 -1.633 -6.208
H 3.600 -1.862 -4.994
H 3.621 -1.918 -2.540
H 2.574 -3.968 -0.573
H 0.800 -4.121 -0.503
H 1.698 -3.656 0.956
H 3.891 -1.503 -0.402
H 3.039 -1.242 1.140
H 2.983 0.005 -0.143
C 5.176 2.798 5.749
C 4.094 1.952 5.140
C 3.049 1.468 5.921
C 2.030 0.708 5.367
C 2.066 0.415 4.012
C 3.099 0.884 3.214
C 4.103 1.650 3.779
S 0.782 -0.576 3.313
O 1.352 -1.807 2.804
O -0.241 -0.698 4.318
N 0.277 0.232 2.003
C 0.216 1.632 1.957
C 0.081 2.501 3.011
C 0.136 3.893 2.797
C 0.305 4.418 1.547
C 0.393 3.551 0.433
C 0.515 3.997 -0.905
C 0.572 3.089 -1.921
C 0.469 1.721 -1.622
N 0.326 1.262 -0.394
C 0.327 2.164 0.645
H 5.504 2.385 6.702
H 4.808 3.808 5.941
H 6.039 2.875 5.091
H 3.029 1.689 6.981
H 1.213 0.340 5.971
H 3.108 0.671 2.153
H 4.908 2.023 3.158
H -0.066 2.109 4.009
H 0.038 4.555 3.647
H 0.349 5.487 1.391
H 0.563 5.060 -1.108
H 0.680 3.397 -2.951
H 0.502 0.985 -2.417
Se -2.688 0.923 0.459
C -3.873 -0.356 -0.118
N -4.565 -1.189 -0.522
C 5.547 1.150 -2.498
P 3.910 1.849 -2.041
C 4.310 2.534 -0.379
C 3.952 3.401 -3.025
H 6.347 1.886 -2.394
H 5.517 0.807 -3.533
H 5.776 0.292 -1.865
H 5.121 3.263 -0.422
H 4.605 1.724 0.292
H 3.425 3.016 0.044
H 4.894 3.936 -2.890
H 3.133 4.054 -2.723
H 3.826 3.169 -4.084
C -1.180 -3.773 4.358
Si -2.508 -3.104 3.268
C -3.363 -1.570 3.823
C -3.707 -4.430 2.765
Se -1.593 -2.702 1.079
H -1.583 -3.802 5.374
H -0.285 -3.151 4.359
H -0.916 -4.791 4.070
H -3.873 -1.797 4.764
H -4.111 -1.249 3.098
H -2.652 -0.764 3.997
H -4.276 -4.734 3.649
H -3.197 -5.310 2.372
H -4.414 -4.073 2.016
*
```

As for the LUMO energy (alpha / beta): -4.4 / -3.7 eV. The highest occupied orbital energy (alpha / beta) comes out at -10.37 / -10.78 eV. The value obtained for the energy relative to the best compared isomer or geometry (same formula, charge and spin) is 0.0 kcal/mol. The energy comes out at -8183.1916 Eh.